[1]
Density functional theory data (wB97M-V/def2-TZVPD) for a 7-piece molecular cluster, C11H35ClO10 overall.

```
! wB97M-V def2-TZVPD RIJCOSX def2/J DEFGRID3
* xyz 0 1
O 29.7177 17.1010 10.8174
H 29.4793 16.8496 11.7128
H 29.4140 17.9763 10.5663
H 29.4765 16.3778 10.2340
Cl 24.6482 13.4357 8.3464
O 24.6664 13.1133 6.9570
O 23.2874 13.4510 8.7079
O 25.5169 12.6121 9.2004
O 25.1258 14.7604 8.5449
C 16.1501 8.9841 4.9223
C 16.8106 9.3272 6.1945
C 16.2693 10.5759 6.9386
O 16.6439 8.3143 7.1534
H 15.0754 9.1533 4.9882
H 16.4022 7.9974 4.5338
H 16.5197 9.6522 4.1444
H 17.8908 9.4258 6.0866
H 15.7244 11.2450 6.2727
H 17.1243 11.1320 7.3231
H 15.4737 10.4318 7.6696
H 17.2348 8.5167 7.8824
C 29.2303 14.9221 -1.1042
C 28.6983 14.8543 0.3727
C 27.5226 15.8697 0.6891
O 28.1115 13.6241 0.6476
H 30.0792 15.5949 -0.9826
H 28.4053 15.2742 -1.7235
H 29.5796 13.9204 -1.3546
H 29.5497 14.8943 1.0520
H 26.5695 15.7515 0.1736
H 27.9304 16.8344 0.3871
H 27.2593 15.9373 1.7446
H 27.3880 13.7227 1.2709
C 20.2004 21.3282 4.9690
C 21.2390 20.3119 5.3116
C 22.6362 20.8628 5.0136
O 21.1694 19.8740 6.6291
H 20.6588 22.2729 5.2614
H 19.3079 21.2797 5.5928
H 19.9022 21.3464 3.9207
H 21.1369 19.3868 4.7443
H 22.9214 21.6751 5.6822
H 22.5513 21.2297 3.9907
H 23.4677 20.1942 5.2366
H 21.6444 19.0528 6.7759
C 23.0142 6.8128 9.7496
O 23.8267 6.8274 8.5717
H 23.5623 6.4284 10.6098
H 22.4243 7.7284 9.7924
H 22.2639 6.0398 9.5837
H 24.4899 7.5214 8.5847
C 27.6608 14.4699 15.8526
O 27.6876 15.8193 15.3514
H 26.7740 14.4738 16.4863
H 27.4767 13.7634 15.0432
H 28.5917 14.1731 16.3358
H 27.7671 16.4848 16.0387
*
```

Results
gap between HOMO and LUMO: 4.45 eV
ΔE to the lowest compared entry with this formula, charge and spin: 107.5 kcal/mol
LUMO level: -3.247 eV
electronic energy: -44956.713 eV
HOMO energy: -0.283 hartree

[2]
Density functional theory data (wB97M-V/def2-TZVPD) for one molecule with the formula C7H14.

```
! wB97M-V def2-TZVPD RIJCOSX def2/J DEFGRID3
* xyz 0 1
C 0.7383 -0.7403 1.3434
C 1.4779 0.2035 0.3909
C 0.7542 1.5101 0.0557
C -0.6432 1.3392 -0.5723
C -0.8120 0.0672 -1.4139
C -0.8387 -1.2757 -0.6247
C -0.6776 -1.1451 0.8946
H 0.6862 -0.2845 2.3407
H 1.3495 -1.6456 1.4547
H 2.4534 0.4464 0.8319
H 1.7023 -0.3298 -0.5434
H 0.6754 2.1225 0.9637
H 1.3914 2.0755 -0.6370
H -1.4140 1.3633 0.2075
H -0.8491 2.2054 -1.2142
H -1.7440 0.1652 -1.9837
H -0.0117 0.0372 -2.1646
H -1.7876 -1.7893 -0.8282
H -0.0527 -1.9437 -1.0030
H -0.9322 -2.1051 1.3625
H -1.4146 -0.4302 1.2768
*
```

Results
gap between HOMO and LUMO: 11.85 eV
ΔE to the lowest compared entry with this formula, charge and spin: 2.3 kcal/mol
LUMO level: 1.186 eV
SMILES: C1CCCCCC1
electronic energy: -7486.193 eV
HOMO energy: -0.392 hartree

[3]
Density functional theory data (wB97M-V/def2-TZVPD) for an isolated ion of composition C11H14NO2 and charge +1.

```
! wB97M-V def2-TZVPD RIJCOSX def2/J DEFGRID3
* xyz 1 1
C -0.9903 -2.4865 -0.1404
C -1.8417 -1.2416 -0.1060
O -3.0466 -1.2848 -0.3293
C -1.2299 0.0416 0.0712
C -1.9573 1.1539 0.3762
C -1.3367 2.4907 0.6917
O -3.2302 1.3202 0.2894
N 0.4313 0.0542 0.2768
C 0.9925 -0.2169 1.4940
C 2.2860 -0.5063 1.6074
C 3.1533 -0.2486 0.5792
C 2.6601 0.1004 -0.6208
C 1.2749 0.1887 -0.7829
C 0.6440 0.3066 -2.0682
H -0.4395 -2.5186 0.8951
H -1.6892 -3.2870 -0.2246
H -0.2122 -2.5284 -1.0206
H -1.9512 2.8731 1.6453
H -1.6209 3.2168 -0.1217
H -0.2738 2.4711 0.7941
H -3.7975 0.5794 -0.0689
H 0.2436 -0.5003 2.2465
H 2.6710 -0.8651 2.5893
H 4.3020 -0.2989 0.7223
H 3.3028 0.0685 -1.4626
H 0.4098 1.3356 -2.3331
H 1.4333 0.0494 -2.8127
H -0.1878 -0.2672 -2.1868
*
```

Results
gap between HOMO and LUMO: 9.26 eV
ΔE to the lowest compared entry with this formula, charge and spin: 67.4 kcal/mol
LUMO level: -4.207 eV
SMILES: CC(=O)/C(=C(/C)O)[n+]1ccccc1C
electronic energy: -17211.084 eV
HOMO energy: -0.495 hartree

[4]
Density functional theory data (wB97M-V/def2-TZVPD) for one molecule with the formula C18H30N2O3S.

```
! wB97M-V def2-TZVPD RIJCOSX def2/J DEFGRID3
* xyz 0 1
C 3.7278 0.7697 8.5383
C 2.5681 0.3113 7.6627
C 2.9621 0.2394 6.1894
C 1.8081 -0.2300 5.3070
C 2.2049 -0.3042 3.8345
C 1.0561 -0.7905 2.9542
C 1.4587 -0.8783 1.4838
C 0.3179 -1.3898 0.6074
C 0.7375 -1.4999 -0.8590
C -0.3687 -2.0390 -1.7387
S 0.3077 -2.3209 -3.3985
O -0.7240 -2.8184 -4.2598
O 1.5288 -3.0625 -3.2880
N 0.8094 -0.7706 -3.8756
N 0.0786 0.1991 -4.4432
C -1.1950 0.1600 -4.4420
C -1.9597 1.2406 -5.0318
C -1.3349 2.2974 -5.6904
C -2.0704 3.3117 -6.2698
C -3.4527 3.2781 -6.1980
C -4.0990 2.2423 -5.5444
C -3.3680 1.2191 -4.9527
O -3.9222 0.1771 -4.2741
C -5.3238 0.0614 -4.2331
H 3.4263 0.8141 9.5823
H 4.5658 0.0814 8.4521
H 4.0662 1.7585 8.2364
H 1.7304 1.0028 7.7785
H 2.2310 -0.6737 7.9939
H 3.8048 -0.4468 6.0758
H 3.2935 1.2259 5.8565
H 1.4774 -1.2163 5.6411
H 0.9648 0.4555 5.4201
H 3.0543 -0.9822 3.7243
H 2.5262 0.6838 3.4966
H 0.7320 -1.7753 3.2985
H 0.2081 -0.1096 3.0578
H 1.7695 0.1087 1.1345
H 2.3150 -1.5486 1.3844
H -0.5361 -0.7138 0.6915
H 0.0008 -2.3711 0.9667
H 1.0404 -0.5179 -1.2280
H 1.5950 -2.1693 -0.9492
H -1.2039 -1.3531 -1.8447
H -0.7271 -3.0091 -1.4033
H 1.7899 -0.7238 -4.1074
H -1.7648 -0.6729 -4.0396
H -0.2579 2.2914 -5.7364
H -1.5732 4.1228 -6.7791
H -4.0401 4.0626 -6.6517
H -5.1768 2.2438 -5.5012
H -5.7823 0.9017 -3.7011
H -5.5254 -0.8607 -3.6900
H -5.7513 -0.0118 -5.2377
*
```

Results
gap between HOMO and LUMO: 8.80 eV
ΔE to the lowest compared entry with this formula, charge and spin: 36.8 kcal/mol
LUMO level: 0.556 eV
SMILES: CCCCCCCCCCS(=O)(=O)N/N=C/c1ccccc1OC
electronic energy: -39109.487 eV
HOMO energy: -0.303 hartree

[5]
Density functional theory data (wB97M-V/def2-TZVPD) for a 2-piece molecular cluster, C3H6N2O overall.

```
! wB97M-V def2-TZVPD RIJCOSX def2/J DEFGRID3
* xyz 0 1
N -1.5439 -0.7771 0.3932
C -1.4035 0.2343 -0.4518
C 0.9623 0.8215 0.1771
O 1.0769 0.0007 1.3006
C 1.6768 0.2791 -0.9943
N 2.1492 -0.1772 -1.9472
H -1.9279 -0.5878 1.3111
H -1.5597 -1.7501 0.1106
H -1.0540 -0.1601 -1.4238
H -0.1448 1.0245 -0.0895
H 1.3272 1.8152 0.4272
H 0.4415 -0.7230 1.1866
*
```

Results
gap between HOMO and LUMO: 9.31 eV
ΔE to the lowest compared entry with this formula, charge and spin: 100.2 kcal/mol
LUMO level: 0.499 eV
electronic energy: -8232.354 eV
HOMO energy: -0.324 hartree

[6]
Density functional theory data (wB97M-V/def2-TZVPD) for a 17-piece molecular cluster, C35H56BN16O2P overall.

```
! wB97M-V def2-TZVPD RIJCOSX def2/J DEFGRID3
* xyz 0 1
C 3.5049 -2.3664 4.4401
C 2.7469 -1.6883 3.5506
B 1.3966 -1.0926 3.9966
C 1.2204 0.4613 4.0377
P -0.2095 -2.1306 4.4557
O 0.0287 -2.8835 5.9046
O -0.1799 -3.3231 3.2792
H 4.5672 -2.1584 4.4706
H 3.0845 -3.1272 5.0860
H 3.1353 -1.5226 2.5435
H 1.5940 0.8419 4.9902
H 1.7650 0.8981 3.2036
H 0.1636 0.7326 3.9744
H 0.6448 -3.6246 5.8271
H -0.4548 -2.8722 2.4691
C 3.7562 2.9701 0.8113
C 2.3449 2.8331 1.1567
N 1.2361 2.7147 1.4306
H 3.9699 4.0012 0.5380
H 4.3722 2.6892 1.6641
H 3.9924 2.3220 -0.0302
C -2.1078 0.9867 1.6878
C -2.0461 -0.3161 1.0362
N -1.9725 -1.3393 0.5182
H -1.8173 0.8923 2.7337
H -1.4329 1.6834 1.1912
H -3.1265 1.3674 1.6384
C 3.5831 6.5629 -1.9629
C 3.6255 5.1916 -2.4567
N 3.6696 4.1080 -2.8329
H 3.8965 6.5743 -0.9284
H 4.2554 7.1884 -2.5487
H 2.5701 6.9515 -2.0401
C -0.3525 3.4343 6.9312
C -0.8996 2.5496 5.9097
N -1.3283 1.8551 5.1042
H 0.5821 3.8670 6.5795
H -1.0599 4.2333 7.1428
H -0.1655 2.8715 7.8434
C 5.2933 6.2260 3.5461
C 5.7738 5.9893 2.1898
N 6.1442 5.8021 1.1199
H 4.9500 7.2541 3.6410
H 4.4675 5.5511 3.7642
H 6.0975 6.0519 4.2578
C 0.4310 -3.6768 -0.1219
C 1.7959 -3.2393 0.1568
N 2.8659 -2.8863 0.3820
H 0.4202 -4.3220 -0.9963
H 0.0361 -4.2226 0.7339
H -0.1993 -2.8110 -0.3136
C 0.9862 -3.5979 -4.7221
C 0.0052 -4.0645 -3.7533
N -0.7646 -4.4385 -2.9849
H 1.9931 -3.7835 -4.3516
H 0.8542 -4.1297 -5.6600
H 0.8589 -2.5303 -4.8964
C -4.5593 -2.0620 4.5429
C -4.5589 -0.6268 4.2829
N -4.5545 0.5028 4.0800
H -5.5846 -2.4173 4.6272
H -4.0587 -2.5906 3.7343
H -4.0333 -2.2626 5.4739
C -0.6007 1.2485 -1.7197
C -0.0253 0.8798 -3.0087
N 0.4316 0.5883 -4.0208
H -1.4292 1.9394 -1.8652
H -0.9642 0.3522 -1.2213
H 0.1555 1.7243 -1.0961
C 2.4381 8.7820 1.8451
C 2.5293 7.4243 1.3187
N 2.5830 6.3585 0.8931
H 2.7288 8.7929 2.8936
H 3.0986 9.4400 1.2836
H 1.4149 9.1401 1.7558
C -3.6922 -3.1070 -5.4097
C -3.1221 -3.1818 -6.7506
N -2.6727 -3.2420 -7.8047
H -4.1405 -2.1287 -5.2502
H -4.4583 -3.8709 -5.2918
H -2.9148 -3.2708 -4.6645
C -6.1889 2.8201 2.2572
C -6.1741 4.2608 2.0164
N -6.1623 5.3933 1.8273
H -7.2163 2.4648 2.3020
H -5.6712 2.3061 1.4546
H -5.6920 2.5930 3.1979
C 2.2852 -5.2880 -8.9206
C 2.6675 -4.3073 -7.9111
N 2.9667 -3.5335 -7.1178
H 1.3273 -5.0118 -9.3561
H 3.0404 -5.3177 -9.7035
H 2.1971 -6.2728 -8.4670
C -8.4648 -0.5414 0.5030
C -7.0578 -0.2521 0.7584
N -5.9522 -0.0217 0.9613
H -8.5554 -1.1789 -0.3738
H -8.8977 -1.0502 1.3617
H -9.0051 0.3867 0.3273
C 4.3199 -1.9197 -2.9311
C 4.5868 -3.2177 -3.5431
N 4.7932 -4.2370 -4.0295
H 4.4869 -1.9789 -1.8570
H 4.9792 -1.1688 -3.3613
H 3.2864 -1.6309 -3.1143
C -2.0211 -8.0287 -4.6638
C -1.2137 -7.5651 -5.7879
N -0.5651 -7.1905 -6.6577
H -1.9597 -9.1122 -4.5864
H -1.6510 -7.5812 -3.7430
H -3.0602 -7.7403 -4.8070
*
```

Results
gap between HOMO and LUMO: 7.34 eV
LUMO level: -0.072 eV
electronic energy: -75099.290 eV
HOMO energy: -0.272 hartree

[7]
Density functional theory data (wB97M-V/def2-TZVPD) for a 2-piece molecular cluster, C2H3N2O2S overall.

```
! wB97M-V def2-TZVPD RIJCOSX def2/J DEFGRID3
* xyz -1 1
C -2.2409 -0.5937 1.6988
C -0.2801 0.2011 0.0108
N -2.2912 -1.3474 2.5763
N 2.1531 0.0181 -1.5800
O 2.6229 0.1427 -0.3958
O 1.9192 1.0133 -2.3125
S -2.1143 0.3386 0.2596
H -0.1137 -0.8931 0.1002
H 0.4512 0.6210 0.6457
H -0.1062 0.4993 -1.0031
*
```

Results
gap between HOMO and LUMO: 6.37 eV
ΔE to the lowest compared entry with this formula, charge and spin: 56.4 kcal/mol
LUMO level: 3.043 eV
electronic energy: -20031.208 eV
HOMO energy: -0.122 hartree

[8]
Density functional theory data (wB97M-V/def2-TZVPD) for one molecule with the formula C20H20ClN5O3S.

```
! wB97M-V def2-TZVPD RIJCOSX def2/J DEFGRID3
* xyz 0 1
C -4.7982 -0.9586 -0.2226
C -3.2711 -1.3599 -0.6382
C -2.9778 -2.7315 -0.2470
O -2.2922 -0.5999 0.1079
C -1.2506 0.0819 -0.5153
N -0.9007 -0.2713 -1.7156
C 0.2028 0.3239 -2.2128
C 0.6988 -0.2506 -3.5092
C 1.8387 0.1471 -4.1532
C 2.1789 -0.4507 -5.3927
C 1.2926 -1.4701 -5.9112
Cl 1.6149 -2.1170 -7.4818
N 0.1640 -1.8576 -5.3070
C -0.1333 -1.3456 -4.0890
N 0.9888 1.1975 -1.5538
C 0.5748 1.5643 -0.4350
C -0.5955 1.0274 0.1832
C -0.9907 1.4354 1.4854
N 0.1778 1.6127 2.3899
S 0.5456 0.3370 3.4881
O 1.7533 0.7357 4.2375
O 0.6383 -0.8314 2.6305
C -0.9718 0.1912 4.5215
C -1.8020 -0.9001 4.5549
C -2.7552 -0.9701 5.5626
C -2.8450 0.1033 6.4416
N -2.1771 1.2587 6.3189
C -1.2050 1.2288 5.3883
C 1.4366 2.2009 1.7284
C 1.4112 2.5879 0.3188
H -4.9925 -1.4098 0.7231
H -4.9640 0.0866 -0.1881
H -5.5540 -1.4216 -0.9283
H -3.2315 -1.3105 -1.8538
H -3.5381 -3.2910 -0.9621
H -3.2581 -2.8694 0.7939
H -2.0233 -3.0375 -0.4000
H 2.5008 0.8825 -3.7623
H 3.0692 -0.3353 -5.9509
H -0.9738 -1.7684 -3.5775
H -1.7010 0.7109 1.9297
H -1.4263 2.4464 1.4369
H -1.6994 -1.6934 3.7930
H -3.3784 -1.8373 5.7004
H -3.3944 -0.0395 7.1682
H -0.3932 1.9401 5.5039
H 2.2554 1.5659 1.8236
H 1.6353 3.0498 2.2867
H 2.4153 2.5279 -0.0274
H 0.7861 3.5968 0.2167
*
```

Results
gap between HOMO and LUMO: 8.52 eV
ΔE to the lowest compared entry with this formula, charge and spin: 76.1 kcal/mol
LUMO level: -0.227 eV
SMILES: CC(C)Oc1nc(-c2ccc(Cl)nc2)nc2c1CN(S(=O)(=O)c1cccnc1)CC2
electronic energy: -58011.527 eV
HOMO energy: -0.321 hartree

[9]
Density functional theory data (wB97M-V/def2-TZVPD) for a 2-piece molecular cluster, C5H9N overall.

```
! wB97M-V def2-TZVPD RIJCOSX def2/J DEFGRID3
* xyz 0 1
C -2.1086 0.2982 -0.0190
C -0.6643 0.6157 0.1583
C 0.3162 -0.0031 -0.4937
C 1.7294 0.4993 -0.4790
C 2.7257 -0.5205 -0.1195
N 3.5170 -1.3140 0.1527
H -2.7399 0.5538 0.8390
H -2.3091 -0.7345 -0.3249
H -2.3828 0.9569 -0.8533
H -0.4379 1.4762 0.7901
H 0.0983 -0.8704 -1.1166
H 1.8133 1.3337 0.2245
H 1.9883 0.8813 -1.4739
H -1.1245 -1.6200 1.4713
H -0.4212 -1.5526 1.2439
*
```

Results
gap between HOMO and LUMO: 10.77 eV
ΔE to the lowest compared entry with this formula, charge and spin: 45.4 kcal/mol
LUMO level: 0.945 eV
SMILES: C/C=C/CC#N.[H][H]
electronic energy: -6819.027 eV
HOMO energy: -0.361 hartree

[10]
Density functional theory data (wB97M-V/def2-TZVPD) for C12H16ClF5FeO4P2 as an isolated structure.

```
! wB97M-V def2-TZVPD RIJCOSX def2/J DEFGRID3
* xyz 1 2
Fe 0.1756 -0.0435 0.6620
O 2.0161 1.9176 -2.0941
Cl 1.3720 1.2083 -1.0784
O 1.8961 1.4665 0.2764
O 1.4314 -0.2606 -1.2392
O -0.0833 1.4844 -0.9733
C -3.1355 0.0379 -0.9774
P -2.0538 -0.0651 0.4687
C -2.5245 1.4565 1.3487
C -2.5500 -1.5058 1.4375
C -3.6983 -1.6722 2.1914
C -3.8592 -2.8440 2.9193
C -2.8953 -3.8424 2.8736
C -1.7590 -3.6982 2.0867
C -1.5909 -2.5310 1.3618
P -0.2181 -2.1132 0.2495
C 1.1169 -3.2953 0.4836
C -0.8368 -2.4733 -1.4085
H -4.1291 0.2357 -0.5707
H -3.1702 -0.8758 -1.5587
H -2.8346 0.8636 -1.6212
H -3.4804 1.3285 1.8578
H -2.6271 2.2482 0.6054
H -1.7777 1.7649 2.0721
H -4.4491 -0.8957 2.2459
H -4.7369 -2.9745 3.5357
H -3.0327 -4.7444 3.4523
H -1.0236 -4.4908 2.0521
H 0.7705 -4.2905 0.1974
H 1.4688 -3.3079 1.5093
H 1.9460 -3.0114 -0.1674
H -1.2441 -3.4862 -1.3984
H -0.0182 -2.4164 -2.1266
H -1.6004 -1.7807 -1.7262
F 0.2404 1.0015 2.6587
C -0.0696 -0.3681 2.6397
F -1.1466 -0.4575 3.4315
C 1.1534 -1.0714 3.2695
F 1.5521 -0.4508 4.3725
F 2.1609 -1.0622 2.3838
F 0.8518 -2.3400 3.5653
*
```

Results
gap between HOMO and LUMO (spin up / spin down): 8.58 / 9.66 eV
ΔE to the lowest compared entry with this formula, charge and spin: 25.5 kcal/mol
LUMO level (spin up / spin down): -4.828 / -3.760 eV
⟨S²⟩: 0.8543
electronic energy: -99953.564 eV
HOMO energy (spin up / spin down): -0.493 / -0.493 hartree

[11]
Density functional theory data (wB97M-V/def2-TZVPD) for one molecule with the formula H4N2OS2.

```
! wB97M-V def2-TZVPD RIJCOSX def2/J DEFGRID3
* xyz 0 1
N 1.5465 0.4838 0.3592
S 1.1376 -0.8054 -0.7230
O 0.0641 0.0464 -1.5324
S -1.5714 0.5733 -0.8323
N -1.9256 -0.4225 0.4477
H 2.3658 0.2707 0.8093
H 1.7039 1.2502 -0.2935
H -1.5414 -0.0285 1.3570
H -1.7794 -1.3680 0.4080
*
```

Results
gap between HOMO and LUMO: 8.45 eV
ΔE to the lowest compared entry with this formula, charge and spin: 20.1 kcal/mol
LUMO level: 0.404 eV
SMILES: NSOSN
electronic energy: -26760.846 eV
HOMO energy: -0.296 hartree

[12]
Density functional theory data (wB97M-V/def2-TZVPD) for a 2-piece molecular cluster, C3H6ClNO2 overall.

```
! wB97M-V def2-TZVPD RIJCOSX def2/J DEFGRID3
* xyz 0 3
C 0.0169 -1.6302 -2.2848
C -1.5312 0.2669 -1.2253
C -0.5689 -0.3437 -2.2203
N 1.3222 0.0664 0.8303
O -0.1076 -2.7462 -2.6651
O 0.7924 -0.6632 -1.7141
Cl -0.7906 0.4204 -3.7924
H -1.2295 1.3378 -1.1474
H -1.3430 -0.1419 -0.2599
H -2.6637 0.1568 -1.4597
H 1.0674 1.0897 0.7904
H 2.0687 -0.0512 0.2533
H 1.5819 -0.1230 1.7938
*
```

Results
gap between HOMO and LUMO (spin up / spin down): 6.24 / 6.80 eV
ΔE to the lowest compared entry with this formula, charge and spin: 69.4 kcal/mol
LUMO level (spin up / spin down): 0.726 / -3.338 eV
⟨S²⟩: 2.0101
electronic energy: -21309.180 eV
HOMO energy (spin up / spin down): -0.203 / -0.373 hartree